Here is C13H19ILuN5O as an isolated structure from the Open Molecules 2025 dataset. Energies are from wB97M-V/def2-TZVPD.

CARTESIAN COORDINATES (ANGSTROEM)
1 C -2.17102 -1.01308 -2.08295
2 I -0.27991 -0.47941 -3.59874
3 H -2.85691 -1.70992 -1.58022
4 H -2.11704 -1.36130 -3.13700
5 H -2.62211 -0.01363 -2.07098
6 C 0.83044 4.27135 1.98087
7 C -0.35462 4.63441 1.43112
8 N -0.98903 3.46648 1.03295
9 C -0.25494 2.38033 1.33274
10 N 0.89208 2.88799 1.89922
11 H 1.62137 4.84750 2.42239
12 H -0.78849 5.60889 1.29255
13 C 1.93778 -3.23471 -0.68126
14 C 0.08081 -2.08850 -1.12044
15 N 1.35922 -1.98468 -0.68329
16 H 1.04737 -5.16685 -1.27919
17 N -0.13845 -3.37210 -1.40397
18 H 2.96354 -3.36477 -0.38783
19 Lu 0.57112 0.34626 1.26072
20 C -0.80243 -0.94077 -1.24799
21 O -0.78743 -0.07437 -0.26554
22 C 1.00551 -4.10300 -1.12010
23 C -1.33839 -3.93221 -1.99276
24 H -1.27043 -5.01970 -1.90893
25 H -1.42356 -3.66214 -3.05404
26 H -2.22950 -3.59547 -1.45103
27 C 2.09621 -0.74145 -0.43988
28 H 3.00691 -0.69948 -1.05186
29 H 2.43701 -0.69794 0.62934
30 H 1.48425 0.14059 -0.76101
31 C 1.99032 2.05513 2.35383
32 H 2.81695 2.65737 2.75626
33 H 2.45138 1.47018 1.50195
34 H 1.67617 1.35215 3.15908
35 C -2.26581 3.38017 0.36011
36 H -2.14624 2.94527 -0.64383
37 H -2.70563 4.37893 0.26780
38 H -2.94871 2.72975 0.92393
39 N 0.02100 -1.43400 4.18263
40 C 0.20119 -0.86324 3.17536

Atoms 1-3, force components in eV/Å:
-1.4 -1.4 2.4
5.1 2.6 -5.9
-0.6 0.2 0.6

Its HOMO-LUMO gap (alpha / beta) is 2.76 / 2.95 eV. The calculation puts the maximum force at 8.203 eV Å⁻¹. As for the net charge: -2.

Here are the Löwdin charges for atoms 1 to 4, given in e: number 1, C, carries -0.403; number 2, I, carries 0.102; number 3, H, carries 0.028; number 4, H, carries -0.129